Here is a 6-piece molecular cluster, C30H72O22P4 overall in a non-equilibrium geometry from the Open Molecules 2025 dataset. Energies are from ωB97M-V/def2-TZVPD.

Properties
- E_HOMO: -10.46 eV
- Orbital gap: 0.40146 Ha
- 2S+1: 1
- SMILES: CCOP(=O)(OCC)OCC.CCOP(=O)(OCC)OCC.CCOP(=O)(OCC)OCC.CCOP(=O)(OCC)OCC.COC(=O)OC.COC(=O)OC
- Energy relative to the best compared isomer or geometry (same formula, charge and spin): 0.0 kJ/mol
- Calculated total energy: -4207.3929 hartree

Cartesian coordinates (Å):
C: 4.6373 -1.6863 1.6817
C: 5.3295 -1.7772 0.3279
O: 6.7236 -1.5183 0.5479
P: 7.8347 -1.9253 -0.5003
O: 9.2177 -1.6149 -0.1684
O: 7.2939 -1.3477 -1.8905
C: 8.1660 -1.1214 -2.9925
C: 7.9176 0.2327 -3.5833
O: 7.6148 -3.4965 -0.7409
C: 8.1327 -4.4666 0.1555
C: 7.1335 -4.8111 1.2576
H: 3.5581 -1.8100 1.5734
H: 4.9850 -2.4634 2.3588
H: 4.7953 -0.6767 2.0577
H: 5.1960 -2.7449 -0.1600
H: 4.9606 -0.9897 -0.3340
H: 9.2123 -1.3102 -2.7202
H: 8.0782 -1.9529 -3.7050
H: 6.9030 0.2687 -3.9806
H: 8.0030 0.9740 -2.7852
H: 8.6465 0.5261 -4.3361
H: 8.3745 -5.3752 -0.3938
H: 9.0632 -4.1073 0.6044
H: 6.9929 -4.0484 2.0168
H: 6.2351 -5.1623 0.7437
H: 7.4793 -5.7143 1.7710
C: -3.8304 3.4688 3.6963
C: -3.9354 3.4163 2.1731
O: -3.3038 4.6345 1.7125
P: -3.9643 5.6177 0.6079
O: -3.7402 7.0515 0.7785
O: -3.4023 5.0957 -0.7951
C: -3.4066 3.6838 -1.0516
C: -3.0062 3.4167 -2.4704
O: -5.4981 5.1570 0.5779
C: -6.3679 5.6303 1.6081
C: -7.7873 5.2884 1.2059
H: -2.8101 3.4258 4.0635
H: -4.3545 4.3221 4.1245
H: -4.3722 2.5729 4.0274
H: -3.3853 2.5259 1.8431
H: -4.9145 3.2217 1.7396
H: -2.5889 3.2197 -0.4844
H: -4.3410 3.2326 -0.7177
H: -2.9996 2.3426 -2.6716
H: -3.6353 3.8310 -3.2685
H: -2.0429 3.8433 -2.7614
H: -6.1752 5.1617 2.5799
H: -6.2213 6.7047 1.7301
H: -8.5252 5.6947 1.8933
H: -7.9805 5.7035 0.2101
H: -7.9426 4.2264 1.0069
C: 0.0404 0.4476 -3.3760
C: 0.2093 -0.6731 -4.3898
O: 0.5372 -1.9600 -3.8379
P: -0.5873 -2.8314 -3.1080
O: -1.5369 -2.2170 -2.1588
O: -1.3208 -3.5460 -4.3305
C: -2.1640 -4.6713 -4.1541
C: -3.6076 -4.2679 -4.4199
O: 0.3180 -4.0225 -2.4833
C: 1.4047 -3.6121 -1.6016
C: 0.9054 -3.1627 -0.2385
H: -0.6683 0.2023 -2.5912
H: 0.9917 0.8009 -2.9700
H: -0.2961 1.3259 -3.9338
H: -0.7415 -0.7246 -4.9348
H: 0.9705 -0.5265 -5.1557
H: -1.8368 -5.4380 -4.8568
H: -2.1159 -5.1004 -3.1501
H: -4.3475 -5.0755 -4.4339
H: -4.0340 -3.6834 -3.5993
H: -3.6948 -3.7257 -5.3603
H: 1.9384 -4.5602 -1.5066
H: 2.0511 -2.9415 -2.1648
H: 0.3950 -2.2065 -0.3284
H: 0.2225 -3.8970 0.1858
H: 1.7676 -3.0638 0.4213
C: -0.0863 -1.6216 3.1593
C: -1.4234 -1.1714 3.6813
O: -2.3965 -2.0467 3.0693
P: -3.8851 -1.5324 2.8313
O: -3.9962 -0.1565 2.3321
O: -4.4485 -2.6207 1.7951
C: -3.6279 -3.1704 0.7734
C: -4.5491 -3.7926 -0.2888
O: -4.6545 -1.8197 4.1982
C: -4.4941 -3.1073 4.8023
C: -5.4932 -3.1696 5.9574
H: 0.0189 -1.3218 2.1153
H: 0.7524 -1.2632 3.7558
H: -0.0360 -2.7120 3.1836
H: -1.4453 -1.3249 4.7630
H: -1.6503 -0.1375 3.4243
H: -2.9135 -2.4817 0.3194
H: -3.0411 -4.0143 1.1487
H: -4.0320 -3.8051 -1.2525
H: -4.7346 -4.8373 -0.0394
H: -5.4888 -3.2712 -0.4562
H: -4.7642 -3.8993 4.1036
H: -3.4976 -3.2891 5.2031
H: -6.5062 -3.1796 5.5555
H: -5.4076 -4.0990 6.5238
H: -5.3380 -2.3418 6.6466
C: -0.8617 0.8448 0.1624
O: 0.2397 1.6945 -0.0888
C: 1.4653 1.1784 -0.0980
O: 1.7991 0.0253 0.0181
O: 2.3013 2.1787 -0.3269
C: 3.6826 1.9276 -0.4173
H: -1.8221 1.1350 -0.2629
H: -0.9628 0.7358 1.2437
H: -0.8782 -0.1909 -0.2010
H: 4.0538 1.4297 0.4814
H: 4.2619 2.8420 -0.4992
H: 3.9077 1.2954 -1.2773
C: 4.2110 5.8430 -1.0311
O: 3.1697 5.3720 -0.1818
C: 1.9094 5.4206 -0.5953
O: 1.5799 5.6596 -1.7238
O: 1.1404 5.1526 0.4414
C: -0.2633 5.1335 0.2482
H: 3.9320 6.7731 -1.5217
H: 4.4585 5.0587 -1.7437
H: 5.0448 6.0409 -0.3628
H: -0.6119 6.1605 0.1246
H: -0.6697 4.7079 1.1654
H: -0.7020 4.5289 -0.5459

These are the Mulliken partial charges, in e, on atoms 1 to 4: -1.025, 0.031, -0.255, 0.775